Computed, not measured: the molecule C11H19PS in a non-equilibrium geometry, with ωB97M-V/def2-TZVPD.

Structure (ORCA input):
```
! RIJCOSX wB97M-V def2-TZVPD def2/J DEFGRID3
* xyz 0 1
C -0.608 -3.223 -0.534
C -1.237 -2.899 -1.756
C 1.486 -1.815 -0.774
C 0.484 -2.637 -0.059
C 1.493 -0.280 -1.030
C 2.348 1.409 0.697
C -1.447 -0.022 1.468
C -2.468 1.734 -0.192
C -0.084 1.546 0.175
C 1.200 0.588 0.178
C -1.305 0.719 0.079
P 2.090 0.220 -2.611
S -0.869 -1.661 -2.716
H -1.117 -3.971 0.105
H -2.003 -3.564 -2.179
H 2.555 -1.901 -0.338
H 1.685 -2.249 -1.777
H 0.863 -2.973 0.874
H 3.197 0.549 0.882
H 2.669 2.161 0.009
H 1.928 1.945 1.590
H -0.884 -0.960 1.573
H -1.194 0.583 2.288
H -2.498 -0.299 1.469
H -2.731 2.201 0.789
H -2.044 2.693 -0.702
H -3.380 1.350 -0.713
H 0.041 2.306 -0.653
H -0.134 2.001 1.115
H 0.888 -0.172 0.980
H -1.262 -0.153 -0.652
H 2.093 1.456 -2.179
*
```

Properties
lowest unoccupied orbital energy: -0.83 eV
relative energy (zero: lowest compared OMol25 entry of this formula, charge and spin): 33.2 kcal/mol
F_max: 0.08576 Eh/bohr
SMILES string: [H]/P=C(/C/C=C\C=S)[C@@H](C)CC(C)C
orbital gap: 7.170 eV